Record 1
Here is C43H36N3P2ReS3 as an isolated structure in a non-equilibrium geometry from the OMol25 dataset. Energies are from ωB97M-V with the def2-TZVPD basis set.

## Properties
HOMO-LUMO gap (alpha / beta)	6.12 / 6.61	eV
largest force on an atom	1.13	eV/A
E_LUMO (alpha / beta)	-3.6 / -3.4	eV
DFT total energy	-102856.8454	eV
total charge	+1
energy above the lowest of the compared OMol25 structures with the same formula, charge and spin	0.0	kJ/mol
2S+1	2
HOMO (alpha / beta)	-0.356 / -0.368	Eh

Last column: Mulliken charge in e.
Element x y z (Å)
Re 0.104 -1.397 -0.833  0.56
S 2.556 -1.596 -4.678  -0.43
S -1.084 0.180 -2.131  -0.70
S -1.323 -2.536 0.727  -0.64
P -0.749 1.371 -0.478  0.24
P -1.513 -0.672 1.553  2.09
N 2.085 -1.215 1.398  0.60
N 1.819 -1.903 0.263  0.21
N 1.587 -1.156 -2.337  0.99
C 0.648 2.461 -0.819  1.03
C -0.052 -3.489 -4.640  -0.78
C 2.884 -3.742 -1.025  -1.11
C 3.259 -1.575 1.927  1.05
C 1.378 -1.838 -3.449  0.27
C 2.726 4.241 -1.272  -0.66
C 3.773 -2.563 1.107  -1.56
C 1.903 3.854 -2.320  -0.77
C -5.293 -0.215 0.093  -0.81
C 2.759 -0.406 -2.398  -0.93
C -0.831 -0.717 6.072  -0.53
C 0.859 2.971 -2.095  -0.67
C -5.105 1.168 2.053  -0.71
C -1.237 -0.703 3.332  0.04
C 2.840 -2.749 0.082  0.69
C -4.279 3.412 -0.702  -0.75
C 3.418 -0.514 -3.625  0.53
C 0.251 -2.726 -3.509  1.59
C 4.599 0.175 -3.878  -0.67
C -3.803 0.733 2.238  -0.42
C -1.137 -4.338 -4.608  -0.95
C -3.240 -0.177 1.346  0.54
C -2.118 2.511 -0.169  1.12
C 3.289 0.395 -1.391  0.60
C -0.317 0.206 0.697  -1.17
C 4.464 1.074 -1.640  -1.15
C 1.478 2.846 0.231  0.14
C -1.856 -1.671 4.119  -0.46
C -2.005 3.410 0.890  -0.71
C 2.513 3.739 0.005  -0.92
C -1.649 -1.677 5.488  -0.69
C -3.029 4.302 1.151  -0.73
C -3.988 -0.647 0.268  -0.53
C 3.782 -0.971 3.181  -1.34
C -0.501 -2.785 -2.307  0.03
C -3.257 2.510 -0.963  -0.13
C -0.216 0.249 5.290  -0.80
C -1.596 -3.656 -2.329  -0.57
C -0.416 0.254 3.916  -0.12
C -4.167 4.304 0.352  -0.59
C 5.114 0.968 -2.872  -0.92
C -1.905 -4.414 -3.447  -0.83
C -5.851 0.690 0.985  -0.59
H -2.125 -2.431 6.101  0.43
H -5.166 3.412 -1.323  0.45
H -3.554 -1.355 -0.426  0.31
H 3.154 4.043 0.823  0.46
H -6.872 1.022 0.848  0.42
H 3.160 -1.253 4.032  0.26
H 1.938 -3.782 -1.561  0.12
H 3.082 -4.734 -0.619  0.45
H -1.113 3.420 1.507  0.32
H -4.964 5.008 0.552  0.43
H -5.876 -0.591 -0.737  0.46
H -2.758 -5.081 -3.417  0.44
H 3.794 0.118 3.117  0.31
H 4.694 -3.102 1.250  0.54
H -2.492 -2.420 3.662  0.40
H 1.316 2.430 1.219  0.29
H 1.424 -0.462 1.610  -0.10
H 2.074 4.243 -3.316  0.46
H 0.059 1.003 3.290  0.35
H 3.688 -3.503 -1.724  0.21
H -2.234 -3.748 -1.458  0.35
H 0.418 0.998 5.748  0.46
H -2.940 5.002 1.972  0.44
H 3.538 4.934 -1.452  0.44
H -0.674 -0.724 7.143  0.42
H 6.033 1.513 -3.041  0.45
H 2.775 0.491 -0.445  0.46
H -3.351 1.805 -1.780  0.40
H 4.796 -1.316 3.367  0.40
H 0.557 -3.417 -5.534  0.44
H 4.888 1.704 -0.868  0.50
H -5.539 1.874 2.749  0.45
H 5.100 0.091 -4.834  0.46
H -3.230 1.098 3.083  0.45
H 0.220 2.668 -2.916  0.48
H -1.391 -4.936 -5.473  0.41

Record 2
Here is one molecule with the formula C6H5FN2S in a non-equilibrium geometry from the OMol25 dataset. Energies are from ωB97M-V with the def2-TZVPD basis set.

## Properties
HOMO-LUMO gap	9.19	eV
largest force on an atom	5.71	eV/A
E_LUMO	-0.3	eV
DFT total energy	-22831.9227	eV
energy above the lowest of the compared OMol25 structures with the same formula, charge and spin	177.0	kJ/mol
2S+1	1
HOMO	-0.349	Eh

Last column: Mulliken charge in e.
Element x y z (Å)
S -2.627 -0.785 -0.855  -0.22
F 1.744 1.444 -1.218  -0.33
N -0.768 -1.177 1.077  -0.58
N -1.245 2.251 0.282  -0.40
C 1.257 0.192 0.899  -0.56
C 0.615 -0.727 1.511  -0.38
C -0.431 1.623 -0.163  0.16
C 0.878 0.710 -0.443  0.92
C 0.249 -0.384 -1.247  -0.99
C -0.934 -0.659 -0.117  0.57
H 1.107 -1.024 2.415  0.40
H 1.058 -1.002 -1.423  0.39
H -3.005 -0.902 0.445  0.18
H -0.182 0.060 -2.149  0.40
H 2.284 0.379 0.986  0.44

Record 3
Here is C49H67BrIO4PSn as an isolated structure in a non-equilibrium geometry from the OMol25 dataset. Energies are from ωB97M-V with the def2-TZVPD basis set.

## Properties
HOMO-LUMO gap	5.21	eV
largest force on an atom	1.33	eV/A
E_LUMO	3.8	eV
DFT total energy	-153360.0670	eV
total charge	-2
2S+1	1
HOMO	-0.051	Eh

Last column: Mulliken charge in e.
Element x y z (Å)
I 0.909 3.398 1.967  -0.61
Sn 0.539 1.347 0.030  1.65
Br 1.522 3.068 -1.828  -0.81
P 3.359 -0.102 0.608  1.34
O -0.049 0.031 2.564  0.17
O -0.186 0.207 -2.644  0.61
O 1.268 -1.322 0.109  -0.57
O -1.771 1.334 -0.094  -1.04
C -2.956 -4.259 5.768  -1.78
C -5.007 0.436 1.186  -0.72
C -3.811 -5.130 -3.553  -1.45
C 4.170 -1.722 1.005  -1.37
C -3.732 0.725 -1.240  -0.01
C -7.748 -0.906 0.887  -1.71
C -3.646 0.660 1.172  0.37
C -0.631 -2.139 -2.863  0.65
C 3.662 -0.088 -1.207  -1.02
C -3.198 -1.614 3.335  0.07
C -0.968 -0.970 2.756  -0.15
C -5.775 0.396 0.021  -0.35
C -1.098 -0.826 -2.765  -0.14
C -3.632 -3.874 -4.417  2.08
C 0.987 -2.567 0.043  -0.44
C 0.829 -3.254 -1.196  0.49
C 0.295 0.565 -3.917  -1.03
C -2.881 -4.246 -5.708  -1.71
C -5.091 0.503 -1.184  -0.17
C 0.830 0.210 3.654  -0.98
C -7.961 0.298 -1.274  -2.18
C -3.289 -1.555 -3.378  0.02
C -3.873 -5.123 3.597  -1.60
C 0.790 -2.462 -2.482  0.21
C -2.811 -2.823 -3.676  -0.06
C -3.011 0.811 -2.563  -1.84
C -7.783 1.600 0.825  -1.77
C 0.588 -6.934 -0.133  2.35
C 0.706 -4.627 -1.242  -0.57
C -2.978 0.912 -0.055  0.78
C -0.542 -2.292 2.930  0.24
C 4.844 0.970 1.021  -1.55
C -2.325 -0.652 2.839  0.18
C 1.846 -7.494 0.550  -1.82
C -1.446 -3.216 3.425  -0.52
C 0.659 -5.416 -0.101  -0.56
C -5.018 -3.361 -4.824  -2.33
C -3.653 -3.870 4.454  2.30
C -5.025 -3.285 4.811  -2.25
C 0.864 -2.700 2.560  -0.90
C -0.676 -7.412 0.598  -1.69
C -2.456 -0.546 -2.910  0.14
C -2.845 0.712 2.453  -1.47
C 0.849 -3.379 1.210  1.02
C -1.496 -3.116 -3.327  -0.52
C 0.697 -4.745 1.119  -1.00
C -7.293 0.334 0.105  2.20
C 0.550 -7.491 -1.559  -2.05
C -2.765 -2.875 3.714  -0.17
H -5.599 -3.070 -3.952  0.40
H 1.282 -3.020 -3.289  0.84
H -4.231 -1.324 3.451  0.30
H 1.464 -7.234 -2.092  0.40
H 2.730 -7.130 0.026  0.35
H 3.610 0.942 -1.559  0.36
H -9.044 0.249 -1.156  0.45
H -7.402 1.634 1.843  0.33
H -3.470 1.108 3.261  0.76
H -8.833 -0.909 1.007  0.45
H 2.884 -0.665 -1.692  -0.15
H 0.554 1.120 4.195  0.24
H 1.321 -1.524 -2.318  -1.80
H -5.499 0.333 2.148  0.42
H 1.034 1.349 -3.768  0.18
H -1.095 -4.220 3.611  0.28
H -1.559 -7.022 0.095  0.32
H -0.303 -7.098 -2.106  0.22
H 5.749 0.663 0.494  0.40
H 4.292 -1.818 2.086  0.30
H 1.848 0.318 3.272  0.05
H -2.850 -5.510 -3.218  0.10
H -4.327 -1.307 -3.531  0.34
H -4.932 -2.504 -5.490  0.39
H -3.588 -4.928 6.352  0.48
H -0.516 0.947 -4.553  0.24
H -3.482 -4.921 -6.318  0.46
H -2.753 -3.367 6.358  0.36
H -1.110 -4.118 -3.443  0.28
H -1.935 -4.734 -5.488  0.33
H -2.193 1.524 -2.447  0.19
H 1.856 -8.586 0.530  0.47
H -7.418 2.481 0.301  0.35
H -7.454 -1.812 0.362  0.37
H 4.635 -0.509 -1.464  0.50
H -4.916 -2.418 5.460  0.41
H 0.786 -0.635 4.349  0.44
H 5.023 0.950 2.097  0.38
H 0.757 -0.294 -4.425  0.31
H 4.608 1.996 0.739  0.32
H -2.927 -5.570 3.307  0.23
H -2.668 -3.351 -6.290  0.34
H 3.536 -2.531 0.649  0.24
H 0.657 -5.090 -2.218  0.53
H -7.722 1.196 -1.837  0.40
H -3.692 1.156 -3.348  0.80
H -2.010 -4.759 5.579  0.30
H -0.694 -7.058 1.625  0.32
H -4.413 -4.865 2.690  0.36
H -5.622 -4.032 5.336  0.45
H -4.315 -5.918 -4.117  0.47
H -5.623 0.436 -2.122  0.35
H 1.909 -7.165 1.584  0.31
H -5.567 -2.988 3.917  0.40
H 1.279 -3.368 3.325  0.84
H 1.502 -1.824 2.460  -0.44
H -7.641 -0.571 -1.843  0.32
H 0.627 -5.310 2.042  0.33
H 5.150 -1.778 0.530  0.50
H -8.873 1.631 0.854  0.48
H -7.296 -0.927 1.874  0.32
H -5.566 -4.146 -5.348  0.47
H -2.001 1.386 2.296  0.16
H -4.407 -4.899 -2.673  0.37
H 0.467 -8.579 -1.532  0.44
H -0.734 -8.501 0.607  0.47
H -4.451 -5.869 4.144  0.47

Record 4
Here is a 2-piece molecular cluster, CH5IOSi overall in a non-equilibrium geometry from the OMol25 dataset. Energies are from ωB97M-V with the def2-TZVPD basis set.

## Properties
HOMO-LUMO gap (alpha / beta)	5.88 / 8.10	eV
largest force on an atom	3.83	eV/A
E_LUMO (alpha / beta)	0.5 / -2.1	eV
DFT total energy	-19139.4652	eV
energy above the lowest of the compared OMol25 structures with the same formula, charge and spin	158.3	kJ/mol
2S+1	3
HOMO (alpha / beta)	-0.199 / -0.377	Eh

Last column: Mulliken charge in e.
Element x y z (Å)
I -1.287 -3.489 0.407  -0.05
Si 1.066 1.142 -0.166  0.21
O 1.135 1.194 1.482  -0.40
C -0.387 0.331 -0.788  -0.87
H 2.342 1.599 -0.524  -0.08
H -1.122 -2.075 -0.332  0.07
H -0.880 0.419 -1.650  0.47
H -1.065 -0.003 -0.054  0.34
H 0.199 0.883 1.624  0.31

Record 5
Here is one molecule with the formula C15H15NO4 in a non-equilibrium geometry from the OMol25 dataset. Energies are from ωB97M-V with the def2-TZVPD basis set.

## Properties
HOMO-LUMO gap	6.97	eV
largest force on an atom	8.92	eV/A
E_LUMO	-1.8	eV
DFT total energy	-25463.4991	eV
energy above the lowest of the compared OMol25 structures with the same formula, charge and spin	1561.9	kJ/mol
2S+1	1
HOMO	-0.324	Eh

Last column: Mulliken charge in e.
Element x y z (Å)
O 0.966 2.549 3.926  -0.56
O 4.870 0.974 -0.204  -0.56
O -0.919 -4.174 -1.983  -0.46
O 0.179 -2.839 -0.315  -0.49
N -2.380 0.706 -0.410  -0.17
C -0.447 -0.405 -2.663  -0.65
C 1.849 2.044 3.030  0.44
C -4.541 -0.506 0.157  -0.93
C 2.367 0.969 0.441  0.37
C 3.477 1.947 3.308  -0.38
C -0.302 1.375 1.310  -0.53
C 4.502 1.543 2.302  -0.40
C 1.310 1.463 1.594  0.16
C -0.138 -2.945 -1.620  0.41
C -3.207 0.283 0.785  -0.31
C 0.167 0.240 -1.255  0.41
C 1.812 0.346 -0.973  -0.58
C 3.980 1.139 0.798  0.40
C -0.898 0.783 -0.101  -0.03
C 0.299 -1.895 -2.803  -0.42
H -1.602 -0.653 -2.570  0.25
H 5.657 1.512 2.507  0.32
H -0.283 0.278 -3.599  0.35
H -3.606 1.216 1.407  0.25
H -1.066 1.722 2.127  0.25
H -5.052 0.192 -0.660  0.26
H 0.062 -2.360 -3.876  0.31
H -2.631 -0.474 1.495  0.32
H 3.821 2.239 4.413  0.29
H -2.659 1.714 -0.604  0.34
H -4.087 -1.414 -0.455  0.21
H -0.215 -4.908 -1.874  0.36
H 1.485 -1.757 -2.797  0.29
H 2.523 -0.050 -1.822  0.17
H -5.294 -0.856 0.982  0.33

Record 6
Here is a 2-piece molecular cluster, C2H8NOP overall in a non-equilibrium geometry from the OMol25 dataset. Energies are from ωB97M-V with the def2-TZVPD basis set.

## Properties
HOMO-LUMO gap (alpha / beta)	7.99 / 7.47	eV
largest force on an atom	3.45	eV/A
E_LUMO (alpha / beta)	0.7 / 0.9	eV
DFT total energy	-15027.4822	eV
energy above the lowest of the compared OMol25 structures with the same formula, charge and spin	351.3	kJ/mol
2S+1	1
HOMO (alpha / beta)	-0.267 / -0.240	Eh

Last column: Mulliken charge in e.
Element x y z (Å)
P 1.552 -0.009 -0.644  0.24
O 1.575 0.615 -2.156  -0.47
N 0.382 -1.166 -1.017  -0.54
C -0.628 1.147 0.817  -0.82
C -1.081 -0.070 1.551  -0.33
H -2.108 -0.344 1.486  0.30
H 0.436 -1.613 -2.020  0.30
H 0.362 -1.864 -0.321  0.21
H -0.241 2.094 1.358  0.27
H -0.854 -0.266 2.580  0.32
H -0.608 -0.805 0.959  -0.11
H -1.080 1.148 -0.187  0.32
H 2.294 1.134 -2.406  0.31